The following is a quantum chemistry calculation of a molecular structure, C34H59BN5O4PPbS2Se in a non-equilibrium geometry, from the OMol25 dataset.

Properties
**Orbital gap (alpha / beta)**: 0.1107 / 0.2200 hartree
**Max |F|**: 4.3 eV/A
**Highest occupied orbital energy (alpha / beta)**: -7.03 / -6.93 eV
**E_LUMO (alpha / beta)**: -0.1475 / -0.0349 hartree
**Net charge**: 0
**Energy relative to the best compared isomer or geometry (same formula, charge and spin)**: 14.18 kcal/mol

Element x y z (Å)
Pb1 1.851 0.800 -0.165
C1 -3.507 -0.163 1.002
C2 -2.992 -0.899 2.129
C3 -2.118 -0.047 2.837
C4 -2.050 1.138 2.052
C5 -2.998 1.137 1.068
C6 -3.475 2.366 0.288
C7 -2.169 3.022 -0.225
C8 -4.237 3.318 1.181
C9 -4.304 1.822 -0.847
C10 -1.509 -0.133 4.229
C11 -0.132 -0.900 4.368
C12 -1.259 1.312 4.593
C13 -2.417 -0.777 5.296
C14 -3.139 -2.412 2.097
C15 -4.457 -2.881 2.762
C16 -2.023 -3.213 2.807
C17 -3.127 -2.985 0.645
H1 -4.135 -0.555 0.246
H2 -1.325 1.917 2.237
H3 -1.574 3.444 0.577
H4 -2.342 3.814 -0.943
H5 -1.469 2.328 -0.763
H6 -3.788 3.493 2.160
H7 -5.226 2.867 1.282
H8 -4.275 4.333 0.757
H9 -3.704 1.143 -1.430
H10 -4.607 2.624 -1.504
H11 -5.262 1.313 -0.518
H12 0.533 -0.570 3.570
H13 -0.245 -1.970 4.352
H14 0.331 -0.617 5.350
H15 -0.445 1.774 4.048
H16 -0.925 1.455 5.678
H17 -2.151 1.893 4.389
H18 -2.490 -1.893 5.152
H19 -3.382 -0.283 5.309
H20 -1.860 -0.656 6.212
H21 -4.334 -2.664 3.807
H22 -4.674 -3.930 2.587
H23 -5.343 -2.296 2.509
H24 -2.070 -3.206 3.915
H25 -0.981 -2.908 2.514
H26 -2.178 -4.221 2.441
H27 -3.835 -2.537 -0.066
H28 -3.308 -4.098 0.738
H29 -2.112 -2.843 0.239
C18 3.227 -1.910 -2.415
N1 3.663 -2.223 -1.063
C19 4.943 -2.560 -0.737
C20 4.996 -2.667 0.615
N2 3.739 -2.411 1.128
B1 3.482 -2.288 2.621
N3 3.830 -0.852 3.221
C21 3.577 -0.643 4.557
C22 4.047 0.551 5.001
N4 4.523 1.166 3.869
C23 4.963 2.519 3.735
C24 4.454 0.295 2.757
S1 4.937 0.765 1.242
C25 2.840 -2.187 0.111
S2 1.160 -2.080 0.121
H30 3.694 -2.554 -3.134
H31 3.546 -0.920 -2.674
H32 2.132 -1.951 -2.487
H33 5.732 -2.752 -1.447
H34 5.774 -2.923 1.324
H35 4.218 -3.151 3.163
H36 2.320 -2.601 2.932
H37 2.998 -1.378 5.082
H38 3.977 0.971 6.017
H39 4.485 3.125 4.517
H40 4.573 2.940 2.777
H41 6.017 2.642 3.879
Se1 2.385 4.410 -0.807
C26 1.346 3.700 0.480
N5 0.629 3.033 1.149
C27 0.550 3.315 -5.759
C28 1.616 2.323 -5.375
C29 2.974 2.984 -5.254
C30 1.696 1.104 -6.325
O1 1.370 1.777 -4.050
P1 0.128 1.042 -3.407
O2 -1.202 1.671 -3.568
O3 0.528 0.851 -1.897
O4 0.289 -0.421 -4.044
C31 -0.832 -1.446 -4.099
C32 -1.320 -1.742 -2.734
C33 -2.003 -0.950 -4.957
C34 -0.025 -2.549 -4.741
H42 0.755 3.579 -6.815
H43 0.578 4.192 -5.115
H44 -0.486 2.913 -5.708
H45 3.279 3.475 -6.172
H46 3.669 2.217 -4.913
H47 3.001 3.819 -4.488
H48 2.083 1.495 -7.236
H49 0.677 0.832 -6.583
H50 2.212 0.271 -5.844
H51 -1.512 -0.890 -2.114
H52 -0.546 -2.342 -2.245
H53 -2.204 -2.317 -2.807
H54 -2.379 -0.046 -4.482
H55 -2.738 -1.778 -4.985
H56 -1.687 -0.634 -5.957
H57 0.924 -2.709 -4.252
H58 0.180 -2.228 -5.764
H59 -0.540 -3.529 -4.803



The following is a quantum chemistry calculation of a single C4H7NO molecule, from the OMol25 dataset.

Properties
**Orbital gap (alpha / beta)**: 0.2879 / 0.2877 hartree
**Max |F|**: 0.5 eV/A
**Highest occupied orbital energy (alpha / beta)**: -8.61 / -8.60 eV
**E_LUMO (alpha / beta)**: -0.0284 / -0.0285 hartree
**Net charge**: 0
**Energy relative to the best compared isomer or geometry (same formula, charge and spin)**: 97.76 kcal/mol

Element x y z (Å)
C1 0.039 -1.871 0.770
C2 0.298 -0.490 0.270
N1 0.401 1.123 -1.519
C3 -0.111 1.857 -0.500
C4 -0.771 0.326 -0.103
O1 -1.949 0.143 -0.296
H1 0.892 -2.520 0.552
H2 -0.863 -2.284 0.308
H3 -0.106 -1.894 1.858
H4 1.260 -0.037 0.487
H5 1.393 0.932 -1.378
H6 -1.009 2.430 -0.725
H7 0.526 2.285 0.277



The following is a quantum chemistry calculation of a molecular structure, C51H51ClN6O8SSc in a non-equilibrium geometry, from the OMol25 dataset.

Properties
**Orbital gap**: 0.1780 hartree
**Max |F|**: 3.5 eV/A
**Highest occupied orbital energy**: -3.21 eV
**E_LUMO**: 0.0601 hartree
**Net charge**: -1
**Energy relative to the best compared isomer or geometry (same formula, charge and spin)**: 6.87 kcal/mol

Element x y z (Å)
Sc1 16.864 14.085 10.913
C1 23.471 16.092 10.549
C2 23.579 14.979 11.545
C3 24.685 14.932 12.385
C4 24.808 13.950 13.328
C5 23.931 12.865 13.329
C6 22.883 12.779 12.432
C7 22.626 13.938 11.625
N1 21.400 14.045 10.890
C8 20.096 13.844 11.316
N2 19.990 14.087 12.670
C9 18.869 14.263 13.480
C10 17.598 14.441 12.958
C11 16.621 14.756 13.928
C12 16.924 14.995 15.231
C13 18.186 14.724 15.766
C14 19.171 14.340 14.877
C15 20.627 14.085 15.305
N3 19.106 13.571 10.528
C16 19.344 13.187 9.165
C17 18.873 13.998 8.097
C18 18.881 13.574 6.792
C19 19.675 12.419 6.461
C20 20.205 11.660 7.488
C21 20.061 12.009 8.833
C22 20.716 11.052 9.795
H1 22.843 16.947 10.904
H2 23.000 15.687 9.623
H3 24.484 16.542 10.386
H4 25.460 15.682 12.234
H5 25.691 13.931 14.011
H6 24.165 11.993 13.993
H7 22.175 11.916 12.470
H8 21.533 14.223 9.871
H9 20.855 14.474 13.084
H10 15.607 15.001 13.633
H11 16.105 15.457 15.833
H12 18.416 14.963 16.833
H13 20.641 13.742 16.321
H14 21.251 14.976 15.295
H15 20.992 13.249 14.675
H16 18.406 14.976 8.394
H17 18.419 14.096 5.990
H18 19.864 12.142 5.422
H19 20.747 10.753 7.234
H20 20.696 9.968 9.472
H21 20.291 11.112 10.771
H22 21.776 11.331 9.910
O1 18.753 19.102 7.708
S1 17.474 19.016 8.341
O2 16.343 19.677 7.701
N4 17.133 17.372 8.731
C23 17.447 17.161 9.976
O3 17.467 15.969 10.447
C24 17.686 18.405 10.812
C25 18.001 18.464 12.183
C26 18.262 19.718 12.686
C27 18.100 20.898 11.917
C28 17.894 20.834 10.538
C29 17.673 19.557 10.030
H23 18.113 17.575 12.817
H24 18.628 19.736 13.701
H25 18.112 21.878 12.407
H26 17.929 21.752 9.873
C30 12.608 9.583 10.845
C31 11.899 10.227 9.703
C32 10.516 10.164 9.715
C33 9.756 10.876 8.782
Cl1 8.041 10.923 8.809
C34 10.442 11.566 7.759
C35 11.802 11.554 7.661
C36 12.560 10.990 8.717
O4 13.933 11.073 8.806
C37 14.526 12.079 8.011
C38 15.995 12.230 8.433
O5 16.889 11.623 7.842
O6 16.173 13.057 9.406
H27 12.037 9.771 11.795
H28 13.641 9.939 10.964
H29 12.691 8.487 10.699
H30 9.954 9.517 10.416
H31 9.781 12.093 7.059
H32 12.286 12.137 6.840
H33 14.032 13.041 7.989
H34 14.541 11.721 6.948
O7 12.934 11.691 13.014
C39 13.115 12.744 12.395
C40 11.975 13.779 12.170
C41 12.680 15.025 11.682
C42 14.122 14.540 11.560
O8 15.051 15.287 11.191
N5 14.306 13.240 11.886
H35 11.413 13.882 13.108
H36 11.227 13.421 11.407
H37 12.727 15.819 12.463
H38 12.385 15.493 10.758
C43 17.792 8.129 7.945
N6 17.748 8.023 9.435
C44 16.472 7.300 9.808
C45 17.736 9.469 9.880
C46 17.673 9.683 11.373
C47 18.293 8.905 12.321
C48 18.110 9.152 13.718
C49 17.236 10.132 14.085
C50 16.658 10.975 13.106
C51 16.957 10.780 11.799
H39 17.730 7.127 7.477
H40 18.650 8.700 7.642
H41 16.901 8.679 7.674
H42 18.600 7.515 9.790
H43 15.616 7.768 9.282
H44 16.333 7.417 10.908
H45 16.523 6.233 9.513
H46 16.928 10.021 9.404
H47 18.682 9.951 9.509
H48 18.978 8.131 12.014
H49 18.660 8.571 14.448
H50 16.904 10.298 15.086
H51 16.018 11.821 13.442



The following is a quantum chemistry calculation of a molecular structure, C42H59NOP2SSiSr, from the OMol25 dataset.

Properties
**Orbital gap**: 0.2290 hartree
**Max |F|**: 0.6 eV/A
**Highest occupied orbital energy**: -6.11 eV
**E_LUMO**: 0.0044 hartree
**Net charge**: 0
**Energy relative to the best compared isomer or geometry (same formula, charge and spin)**: 8.64 kcal/mol

Element x y z (Å)
Sr1 -0.281 -1.596 -1.194
C1 1.482 2.105 -3.375
Si1 0.474 1.308 -1.959
C2 1.281 1.619 -0.219
C3 0.637 2.461 0.700
C4 0.944 2.464 2.053
C5 1.906 1.597 2.547
C6 2.602 0.789 1.661
C7 2.332 0.815 0.293
P1 3.372 -0.073 -0.928
C8 4.863 1.065 -1.012
C9 5.758 1.081 0.238
C10 6.714 2.271 0.179
C11 5.942 3.592 0.324
C12 4.509 3.458 -0.206
C13 4.448 2.507 -1.397
C14 4.069 -1.522 -0.010
C15 2.941 -2.460 0.412
C16 3.461 -3.721 1.098
C17 4.461 -4.454 0.210
C18 5.595 -3.527 -0.219
C19 5.059 -2.273 -0.909
C20 -1.064 2.503 -1.905
C21 -0.916 3.837 -2.310
C22 -1.991 4.698 -2.458
C23 -3.280 4.240 -2.219
C24 -3.464 2.934 -1.801
C25 -2.375 2.073 -1.620
P2 -2.616 0.360 -1.039
C26 -3.461 0.479 0.617
C27 -2.381 0.940 1.610
C28 -2.880 0.897 3.052
C29 -4.149 1.722 3.231
C30 -5.221 1.259 2.251
C31 -4.719 1.332 0.808
C32 -3.732 -0.454 -2.294
C33 -3.359 -1.958 -2.283
C34 -4.468 -2.835 -2.851
C35 -5.714 -2.756 -1.959
C36 -5.903 -1.349 -1.361
C37 -5.260 -0.286 -2.249
H1 1.857 3.116 -3.195
H2 0.824 2.146 -4.248
H3 2.331 1.472 -3.637
H4 -0.147 3.122 0.349
H5 0.412 3.128 2.725
H6 2.130 1.564 3.606
H7 3.370 0.130 2.048
H8 5.456 0.657 -1.836
H9 6.318 0.148 0.315
H10 5.150 1.162 1.144
H11 7.241 2.245 -0.780
H12 7.479 2.189 0.953
H13 6.468 4.385 -0.213
H14 5.916 3.893 1.374
H15 4.117 4.437 -0.492
H16 3.848 3.086 0.581
H17 5.113 2.877 -2.183
H18 3.445 2.517 -1.816
H19 4.600 -1.191 0.888
H20 2.390 -2.774 -0.487
H21 2.228 -1.945 1.056
H22 2.619 -4.372 1.344
H23 3.944 -3.444 2.042
H24 3.940 -4.821 -0.681
H25 4.861 -5.331 0.725
H26 6.287 -4.051 -0.883
H27 6.172 -3.229 0.664
H28 4.546 -2.560 -1.835
H29 5.888 -1.625 -1.202
H30 0.077 4.214 -2.526
H31 -1.828 5.721 -2.775
H32 -4.133 4.892 -2.358
H33 -4.470 2.581 -1.622
H34 -3.704 -0.566 0.862
H35 -2.096 1.968 1.360
H36 -1.479 0.333 1.500
H37 -2.091 1.244 3.724
H38 -3.100 -0.142 3.327
H39 -3.925 2.779 3.045
H40 -4.512 1.650 4.259
H41 -6.125 1.863 2.355
H42 -5.502 0.225 2.484
H43 -4.477 2.374 0.580
H44 -5.518 1.029 0.134
H45 -3.373 -0.024 -3.234
H46 -3.153 -2.296 -1.255
H47 -2.439 -2.106 -2.865
H48 -4.129 -3.869 -2.940
H49 -4.703 -2.494 -3.863
H50 -5.626 -3.486 -1.151
H51 -6.593 -3.041 -2.541
H52 -5.451 -1.307 -0.367
H53 -6.965 -1.139 -1.221
H54 -5.533 0.719 -1.934
H55 -5.656 -0.395 -3.264
O1 -0.281 -1.724 1.129
N1 -0.885 -2.670 1.830
C38 -1.330 -2.316 3.057
C39 -1.991 -3.197 3.865
C40 -2.193 -4.499 3.397
C41 -1.725 -4.846 2.157
C42 -1.049 -3.932 1.324
S1 -0.461 -4.378 -0.227
H56 -1.100 -1.294 3.316
H57 -2.330 -2.875 4.838
H58 -2.713 -5.227 4.005
H59 -1.861 -5.843 1.764



The following is a quantum chemistry calculation of a single C3H5N3 molecule in a non-equilibrium geometry, from the OMol25 dataset.

Properties
**Orbital gap**: 0.3897 hartree
**SMILES**: Cn1nccn1
**Max |F|**: 4.6 eV/A
**Highest occupied orbital energy**: -9.41 eV
**E_LUMO**: 0.0438 hartree
**Net charge**: 0
**Energy relative to the best compared isomer or geometry (same formula, charge and spin)**: 41.68 kcal/mol

Element x y z (Å)
C1 0.367 -0.692 1.532
C2 -0.672 -1.366 0.818
C3 0.210 1.117 -1.376
N1 0.737 0.391 0.899
N2 -1.007 -0.713 -0.264
N3 -0.104 0.303 -0.297
H1 0.802 -0.791 2.522
H2 -1.346 -2.178 1.103
H3 0.809 1.869 -0.942
H4 0.777 0.515 -2.023
H5 -0.573 1.545 -1.971



The following is a quantum chemistry calculation of a molecular structure, C56H66Cl5NO3P3SiY, from the OMol25 dataset.

Properties
**Orbital gap**: 0.2114 hartree
**Max |F|**: 0.7 eV/A
**Highest occupied orbital energy**: -6.73 eV
**E_LUMO**: -0.0360 hartree
**Net charge**: 0
**Energy relative to the best compared isomer or geometry (same formula, charge and spin)**: 7.24 kcal/mol

Element x y z (Å)
Y1 -0.523 -0.743 -0.250
C1 -0.050 3.974 2.563
C2 -0.642 3.012 1.530
C3 0.225 3.071 0.282
P1 -0.883 1.228 2.047
C4 -2.612 1.370 2.727
C5 -3.276 0.038 3.044
C6 -2.914 2.376 3.838
C7 0.451 1.035 3.299
C8 0.375 1.626 4.562
C9 1.500 1.762 5.358
C10 2.733 1.349 4.873
C11 2.804 0.708 3.645
C12 1.671 0.476 2.858
Si1 1.705 -0.809 1.428
C13 1.898 -2.465 2.409
C14 2.452 -2.542 3.693
C15 2.908 -3.734 4.232
C16 2.849 -4.900 3.478
C17 2.237 -4.863 2.239
C18 1.710 -3.677 1.725
P2 0.683 -3.702 0.201
C19 1.683 -4.747 -0.950
C20 3.085 -4.175 -1.114
C21 0.959 -4.868 -2.291
C22 -0.671 -4.968 0.649
C23 -0.720 -5.423 2.119
C24 -2.087 -4.693 0.133
C25 3.442 -0.877 0.563
C26 4.491 -1.613 1.130
C27 5.611 -1.998 0.412
C28 5.698 -1.697 -0.939
C29 4.697 -0.940 -1.522
C30 3.600 -0.488 -0.783
P3 2.448 0.752 -1.497
C31 2.255 0.277 -3.275
C32 1.415 1.340 -3.990
C33 1.566 -1.079 -3.361
C34 3.651 2.205 -1.552
C35 2.993 3.583 -1.509
C36 4.655 2.165 -2.705
H1 -0.095 4.991 2.164
H2 1.001 3.735 2.739
H3 -0.550 3.971 3.529
H4 -1.653 3.345 1.270
H5 1.207 2.642 0.498
H6 0.370 4.109 -0.027
H7 -0.202 2.527 -0.562
H8 -3.088 1.741 1.811
H9 -2.807 -0.442 3.903
H10 -3.246 -0.624 2.181
H11 -4.328 0.205 3.293
H12 -2.572 2.016 4.810
H13 -3.997 2.500 3.914
H14 -2.485 3.360 3.659
H15 -0.566 2.023 4.918
H16 1.420 2.226 6.334
H17 3.630 1.499 5.462
H18 3.766 0.342 3.298
H19 2.558 -1.639 4.281
H20 3.340 -3.748 5.226
H21 3.250 -5.830 3.864
H22 2.150 -5.784 1.672
H23 1.761 -5.745 -0.501
H24 3.061 -3.111 -1.360
H25 3.609 -4.690 -1.923
H26 3.674 -4.275 -0.203
H27 0.831 -3.890 -2.757
H28 -0.038 -5.303 -2.188
H29 1.534 -5.504 -2.969
H30 -0.362 -5.835 0.057
H31 -0.490 -4.627 2.825
H32 -0.009 -6.220 2.324
H33 -1.715 -5.815 2.351
H34 -3.159 -2.827 0.095
H35 -2.629 -5.636 0.243
H36 -2.072 -4.435 -0.921
H37 4.417 -1.935 2.163
H38 6.395 -2.569 0.897
H39 6.538 -2.041 -1.531
H40 4.765 -0.712 -2.579
H41 3.233 0.209 -3.758
H42 0.416 1.401 -3.552
H43 1.303 1.080 -5.045
H44 1.870 2.331 -3.943
H45 0.583 -1.059 -2.878
H46 2.158 -1.876 -2.910
H47 1.369 -1.350 -4.402
H48 4.210 2.068 -0.621
H49 2.236 3.704 -2.283
H50 3.751 4.352 -1.673
H51 2.521 3.783 -0.551
H52 4.166 2.311 -3.671
H53 5.227 1.240 -2.747
H54 5.370 2.982 -2.580
Cl1 -6.079 -4.900 3.157
C37 -4.588 -4.209 2.603
C38 -4.259 -4.171 1.314
C39 -2.966 -3.592 0.860
Cl2 -1.644 -2.312 -2.048
C40 -2.191 -2.880 1.926
O1 -1.283 -2.125 1.624
C41 -2.546 -3.102 3.334
Cl3 -1.440 -2.540 4.519
C42 -3.702 -3.705 3.640
H55 -4.918 -4.592 0.565
H56 -3.994 -3.842 4.673
Cl4 -0.588 4.697 -2.726
C43 -1.979 5.622 -2.280
C44 -1.815 6.972 -2.022
C45 -2.889 7.736 -1.597
C46 -4.128 7.140 -1.431
C47 -4.281 5.797 -1.721
Cl5 -5.854 5.078 -1.511
C48 -3.223 4.992 -2.166
N1 -3.399 3.631 -2.391
C49 -3.091 2.993 -3.617
C50 -2.754 3.709 -4.760
C51 -2.428 3.040 -5.930
C52 -2.460 1.655 -5.976
C53 -2.840 0.947 -4.845
C54 -3.161 1.598 -3.662
C55 -3.569 0.812 -2.454
C56 -2.485 0.572 -1.432
O2 -2.795 0.057 -0.325
O3 -1.271 0.795 -1.725
H57 -0.831 7.406 -2.140
H58 -2.760 8.789 -1.387
H59 -4.984 7.707 -1.092
H60 -4.225 3.270 -1.944
H61 -2.741 4.791 -4.733
H62 -2.157 3.609 -6.810
H63 -2.201 1.129 -6.886
H64 -2.874 -0.137 -4.863
H65 -3.881 -0.192 -2.752
H66 -4.429 1.238 -1.929